[1]
This record from OMol25 describes a 8-piece molecular cluster, C6H31N2O7 overall. The level of theory is wB97M-V/def2-TZVPD.

Computed properties:
max |F|: 0.0891 Eh/bohr
LUMO energy: -2.841 eV
charge: +1
frontier orbital gap: 9.51 eV

Last column: Mulliken charge in e.
Positions of all 46 atoms, in Å:
N1 1.22489 0.68027 1.34249  -0.120
C1 0.10894 0.50844 2.32646  -0.607
C2 -0.93952 -0.55392 1.73105  -0.510
N2 -1.07020 -0.70396 0.23726  0.866
C3 -2.39344 -1.07553 -0.27370  -0.778
C4 -3.67256 -0.88484 0.60544  -1.497
C5 -0.16655 -1.69165 -0.52746  -1.443
C6 0.33866 -1.14475 -1.85218  -0.546
H1 1.58421 1.70713 1.34798  0.337
H2 1.95870 -0.11535 1.49231  0.384
H3 0.98989 0.55351 0.28258  0.213
H4 0.50805 0.02896 3.25011  0.400
H5 -0.44330 1.49712 2.49735  0.304
H6 -0.59180 -1.49547 2.21890  0.134
H7 -1.91318 -0.39236 2.27572  0.366
H8 -2.46282 -0.51583 -1.19533  0.489
H9 -2.48736 -2.16077 -0.49293  0.337
H10 -3.62698 -1.35559 1.63808  0.325
H11 -4.43244 -1.36407 0.06419  0.436
H12 -3.80525 0.19397 0.79644  0.387
H13 0.69119 -1.73608 0.13591  0.977
H14 -0.72170 -2.61779 -0.68492  0.663
H15 -0.24430 -0.27018 -2.12929  0.250
H16 1.42058 -1.06772 -1.87381  -0.485
H17 -0.19913 -1.86125 -2.68178  0.302
H18 1.10146 -4.00829 0.80286  0.316
H19 0.16513 -3.14325 1.45018  0.268
O1 1.06761 -3.37416 1.44911  -0.606
H20 -1.05361 2.39606 -2.11467  0.320
H21 -0.79994 3.12568 -3.35183  0.279
O2 -0.47551 3.00403 -2.49266  -0.556
H22 4.68513 0.09780 1.46393  0.313
H23 4.26461 -1.31802 1.04804  0.301
O3 4.06747 -0.61796 1.59579  -0.635
H24 -3.78850 1.77477 -1.12200  0.351
H25 -2.42622 1.66206 -0.41596  0.230
O4 -3.07850 2.21749 -0.72003  -0.658
H26 4.02998 0.34365 -2.44996  0.340
H27 3.05215 -0.91650 -2.54452  0.383
O5 3.98371 -0.61953 -2.39737  -0.626
H28 1.37082 2.42087 -1.30011  0.293
H29 2.08188 0.98003 -1.83981  0.200
O6 2.00559 1.61730 -1.05799  -0.649
H30 0.58535 3.08038 0.70667  0.189
H31 -0.32916 4.05421 1.45621  0.297
O7 -0.16409 3.06112 1.30326  -0.535

[2]
This record from OMol25 describes a 9-piece molecular cluster, C6H32N2O8 overall. The level of theory is wB97M-V/def2-TZVPD.

Computed properties:
max |F|: 0.0455 Eh/bohr
SMILES: CCN[C@H](C)CNC.O.O.O.O.O.O.O.O
LUMO energy: 0.079 eV
charge: 0
frontier orbital gap: 8.97 eV

Last column: Mulliken charge in e.
Positions of all 48 atoms, in Å:
C1 0.15313 -2.96235 1.37112  -1.289
C2 0.41916 -2.12018 0.11944  -0.365
N1 0.24411 -0.66166 0.42451  0.447
C3 1.98741 0.20510 -1.20820  -1.640
C4 0.56305 0.25102 -0.67201  0.702
C5 0.37369 1.74079 -0.19366  -1.254
N2 -0.96872 2.21946 -0.51004  0.028
C6 -1.28444 3.61309 -0.20280  -1.145
H1 0.33231 -2.49846 2.33244  0.176
H2 0.62066 -3.94511 1.32795  0.397
H3 -0.92296 -3.17819 1.41556  0.331
H4 -0.45088 -2.22052 -0.52819  0.256
H5 1.40785 -2.38706 -0.23302  0.490
H6 0.77862 -0.44113 1.25800  0.021
H7 2.13010 0.72652 -2.15234  0.431
H8 2.83151 0.52595 -0.58815  0.291
H9 2.17897 -0.85334 -1.41556  0.238
H10 -0.14455 0.10213 -1.47962  0.409
H11 0.64750 1.77240 0.87373  0.177
H12 1.08458 2.33051 -0.76573  0.508
H13 -1.68355 1.58721 -0.18209  0.377
H14 -2.17167 3.69397 0.42614  0.332
H15 -0.46814 4.11772 0.31425  0.411
H16 -1.50569 4.15057 -1.12574  0.268
H17 -2.02972 0.71723 -2.97250  0.298
H18 -1.01117 1.93232 -2.55037  0.293
O1 -1.22205 1.20258 -3.15522  -0.712
H19 -1.53790 -0.19400 1.04307  0.285
H20 -2.38344 0.69382 2.00476  0.300
O2 -2.42676 0.21612 1.16949  -0.742
H21 1.50159 -3.91925 -2.35774  0.317
H22 1.79256 -2.52745 -2.99001  0.273
O3 2.09747 -3.16567 -2.33442  -0.627
H23 -0.05535 0.14064 -4.04324  0.290
H24 0.38076 -1.43165 -3.74385  0.257
O4 0.63374 -0.51463 -3.81292  -0.591
H25 -1.47462 3.00380 3.25799  0.335
H26 -0.39096 2.49873 2.35005  0.347
O5 -0.76677 2.34689 3.22955  -0.711
H27 3.67252 -1.04817 2.21921  0.317
H28 2.45314 -0.82786 3.04704  0.268
O6 3.08710 -1.51881 2.82839  -0.620
H29 -2.13093 -0.73360 -0.58194  0.263
H30 -3.52091 -1.33126 -0.65454  0.295
O7 -2.72342 -1.20407 -1.18278  -0.689
H31 0.30735 -0.25497 4.20372  0.290
H32 -0.45814 0.48451 3.14451  0.163
O8 0.05384 -0.33373 3.27581  -0.496

[3]
This record from OMol25 describes C6H33AlBr2ClO11 as an isolated structure. The level of theory is wB97M-V/def2-TZVPD.

Computed properties:
max |F|: 0.0621 Eh/bohr
LUMO energy: 1.744 eV
charge: -1
frontier orbital gap: 6.87 eV

Last column: Mulliken charge in e.
Positions of all 54 atoms, in Å:
C1 5.27808 -1.20032 1.05662  -0.896
C2 4.24080 -2.10654 0.25556  -0.493
C3 3.07431 -1.21872 -0.37868  -0.232
Cl1 2.56483 0.11518 0.82661  -0.294
Al1 1.33440 -2.30886 -0.72353  0.290
C4 -0.19946 -0.90235 -0.60250  -0.068
Br1 -0.40758 0.29165 -2.18695  -0.259
C5 -0.99478 -0.81293 0.55243  0.558
C6 -0.72780 -1.78422 1.79095  -0.939
Br2 -2.42542 0.58674 0.61759  -0.211
H1 6.17865 -1.85201 1.29367  0.301
H2 5.60611 -0.32946 0.40376  0.245
H3 4.87856 -0.85432 2.06162  0.241
H4 3.72133 -2.87706 0.91522  0.215
H5 4.78539 -2.59435 -0.60451  0.255
H6 3.35423 -0.75854 -1.37752  0.327
H7 1.24590 -3.39171 0.45708  -0.330
H8 1.38062 -3.02269 -2.15749  -0.361
H9 -0.78131 -2.83191 1.38858  0.236
H10 -1.45785 -1.62544 2.63445  0.308
H11 0.31765 -1.52865 2.16409  0.219
O1 -0.59740 3.96678 -2.58743  -0.631
H12 -0.62676 3.00177 -2.55515  0.276
H13 -1.45140 4.21290 -2.96356  0.314
O2 6.95011 -0.99450 3.53072  -0.650
H14 6.70663 -0.08029 3.35034  0.330
H15 7.90874 -0.96064 3.65498  0.304
O3 -3.79646 -0.98245 -2.36915  -0.632
H16 -4.05223 -0.07128 -2.56119  0.319
H17 -2.84394 -0.93438 -2.23078  0.287
O4 5.31489 -1.71670 6.26240  -0.639
H18 5.53376 -2.53546 6.71958  0.307
H19 5.99788 -1.63689 5.58279  0.346
O5 -3.45881 4.35633 -4.61462  -0.620
H20 -2.84529 5.03588 -4.92278  0.347
H21 -3.80182 3.96780 -5.42574  0.285
O6 -6.03194 -1.56148 -0.16281  -0.613
H22 -5.80436 -2.36988 0.30996  0.278
H23 -5.34327 -1.48398 -0.83140  0.325
O7 -5.33631 2.07520 1.76743  -0.620
H24 -4.56752 1.52383 1.56956  0.231
H25 -6.05680 1.64392 1.29622  0.295
O8 8.80640 0.08296 5.05426  -0.581
H26 9.54012 0.69537 5.18210  0.290
H27 8.60117 -0.22563 5.94459  0.296
O9 -1.44935 5.93527 -6.46208  -0.610
H28 -0.95259 6.71118 -6.74295  0.300
H29 -1.25295 5.27457 -7.13573  0.305
O10 -8.90988 -1.87586 0.11572  -0.626
H30 -9.16709 -0.96891 -0.07662  0.290
H31 -7.94877 -1.82665 0.23545  0.376
O11 -6.31985 0.84429 -2.58709  -0.559
H32 -6.94053 1.50803 -2.90598  0.287
H33 -6.79415 0.40254 -1.87217  0.279

[4]
This record from OMol25 describes a 11-piece molecular cluster, C6H33NO10 overall. The level of theory is wB97M-V/def2-TZVPD.

Computed properties:
max |F|: 0.0459 Eh/bohr
SMILES: CCCC/C=C/N.O.O.O.O.O.O.O.O.O.O
LUMO energy: 0.317 eV
charge: 0
frontier orbital gap: 8.36 eV

Last column: Mulliken charge in e.
Positions of all 50 atoms, in Å:
C1 1.80781 -1.62330 -3.12721  -1.008
C2 0.88219 -2.43639 -2.21526  -0.391
C3 1.37412 -2.34006 -0.75854  -0.584
C4 1.21546 -1.05801 0.03465  -0.389
N1 -1.63452 0.24661 2.23058  -0.576
C5 -0.58258 -0.58667 1.75436  -0.497
C6 -0.04569 -0.44438 0.54784  0.465
H1 1.86322 -2.16046 -4.08002  0.396
H2 1.49094 -0.61191 -3.24545  0.110
H3 2.87975 -1.68814 -2.85150  0.274
H4 -0.17138 -2.07950 -2.27719  0.213
H5 0.97396 -3.47360 -2.57388  0.337
H6 2.43633 -2.58340 -0.69019  0.402
H7 0.94938 -3.23639 -0.26454  0.141
H8 1.72444 -1.28453 0.97662  0.195
H9 1.87455 -0.30293 -0.37201  0.232
H10 -2.40043 -0.30971 2.63081  0.471
H11 -2.22994 0.71532 1.55013  0.183
H12 -0.27444 -1.39448 2.40666  0.385
H13 -0.46061 0.35972 -0.07073  -0.133
H14 -2.37665 -2.24320 1.69612  0.414
H15 -3.30887 -2.73675 2.81000  0.286
O1 -3.28591 -2.18652 2.02637  -0.742
H16 -0.90229 2.85417 -1.03977  0.248
H17 0.35006 3.17083 -1.72842  0.381
O2 -0.04875 3.26971 -0.84951  -0.591
H18 -3.16943 2.10359 -1.80348  0.183
H19 -2.90449 1.39669 -0.40848  0.245
O3 -2.49806 1.77802 -1.20200  -0.464
H20 3.99679 1.80962 1.08804  0.377
H21 3.49729 1.47873 2.50282  0.331
O4 4.25019 1.37100 1.91814  -0.708
H22 3.58962 2.81746 -1.18184  0.293
H23 2.71351 3.74415 -0.21052  0.284
O5 3.41435 3.09457 -0.27677  -0.637
H24 4.44690 -0.32872 -0.02317  0.228
H25 4.02070 -0.30863 1.39632  0.394
O6 3.93995 -0.88057 0.58415  -0.603
H26 -1.34847 -4.05982 0.91390  0.315
H27 -0.44576 -4.08462 1.94766  0.313
O7 -1.39463 -3.88324 1.87167  -0.670
H28 -0.55505 1.09174 -2.44594  0.297
H29 0.89185 0.71858 -2.86524  0.356
O8 0.11627 1.22820 -3.12356  -0.710
H30 -3.56788 -1.05763 0.41080  0.338
H31 -4.70502 -0.13508 0.35610  0.309
O9 -3.86140 -0.27766 -0.08632  -0.645
H32 -2.90234 3.80643 1.53977  0.289
H33 -2.30161 3.32170 0.22466  0.287
O10 -3.09151 3.26455 0.77024  -0.620